Entry 1:
{"formula": "C35H43N8O2PdSi2", "method": "wB97M-V/def2-TZVPD", "orbital_gap_ev": 7.11, "e_lumo_ev": -2.262, "total_charge": 1, "relative_energy_ev": 0.776, "symbols": ["Pd", "C", "N", "C", "N", "C", "N", "C", "C", "C", "C", "C", "C", "C", "N", "N", "C", "O", "C", "C", "C", "C", "C", "C", "N", "C", "N", "C", "N", "C", "H", "H", "H", "H", "H", "H", "H", "H", "H", "H", "H", "H", "H", "H", "H", "H", "C", "Si", "C", "C", "C", "Si", "C", "C", "C", "H", "H", "H", "H", "H", "H", "H", "H", "H", "H", "H", "H", "H", "H", "H", "H", "H", "H", "H", "C", "C", "O", "C", "C", "C", "C", "C", "C", "H", "H", "H", "H", "H", "H", "H", "H"], "coordinates": [[0.0061, -1.3928, 1.6023], [-1.5275, 4.3345, -1.1613], [-2.1733, 3.1259, -0.6142], [-1.6633, 1.9579, -0.2531], [-2.6789, 1.1721, 0.1069], [-3.8021, 1.9290, -0.0559], [-3.5193, 3.1204, -0.4954], [-0.0907, 4.1033, -1.5409], [0.9141, 4.9186, -1.0333], [2.2415, 4.6838, -1.3694], [2.5803, 3.5993, -2.1633], [1.5746, 2.7866, -2.6758], [0.2432, 3.0649, -2.3975], [1.8569, 1.5488, -3.4035], [1.0745, 0.8990, -4.1883], [1.6772, -0.3325, -4.4080], [2.7737, -0.3250, -3.7365], [2.9744, 0.8545, -3.0864], [3.6526, -1.4440, -3.3868], [5.0353, -1.3142, -3.3029], [5.7830, -2.3558, -2.7797], [5.1511, -3.4893, -2.2839], [3.7708, -3.6188, -2.3611], [3.0609, -4.7888, -1.7320], [2.0711, -4.3345, -0.7495], [1.8866, -3.1283, -0.2010], [0.8376, -3.1583, 0.6022], [0.4215, -4.4497, 0.5211], [1.1380, -5.1919, -0.2904], [3.0309, -2.6081, -2.9594], [-1.6140, 5.1227, -0.4156], [-2.1352, 4.6126, -2.0219], [-0.6233, 1.6787, -0.2472], [-4.7975, 1.5700, 0.1399], [0.6607, 5.7360, -0.3692], [3.0172, 5.3332, -0.9865], [3.6167, 3.3801, -2.3826], [-0.5182, 2.4259, -2.8302], [5.5169, -0.4038, -3.6346], [6.8595, -2.2711, -2.7217], [5.7379, -4.2716, -1.8183], [3.7707, -5.4468, -1.2327], [2.5148, -5.3790, -2.4675], [2.5074, -2.2721, -0.3937], [-0.4198, -4.8385, 1.0700], [1.9518, -2.6785, -3.0297], [-4.0076, -0.6696, -2.2378], [-2.5954, -1.2810, -1.1704], [-0.9561, -0.9383, -1.9988], [-2.7743, -3.0962, -0.7881], [-2.6187, -0.2647, 0.4453], [-3.8126, -0.7551, 1.8642], [-3.0891, -2.2761, 2.6610], [-5.5435, -1.0951, 1.2294], [-3.8176, 0.6744, 3.0709], [-3.9987, -1.2063, -3.1895], [-3.9250, 0.3939, -2.4756], [-4.9820, -0.8407, -1.7745], [-0.7582, -1.6545, -2.7996], [-0.1519, -1.0213, -1.2590], [-0.9107, 0.0500, -2.4640], [-2.8621, -3.6539, -1.7236], [-3.6561, -3.3179, -0.1854], [-1.8933, -3.4672, -0.2610], [-1.6223, -0.4409, 0.9249], [-2.4492, -2.8360, 1.9768], [-3.8771, -2.9457, 3.0131], [-2.4696, -1.9949, 3.5160], [-5.5659, -1.9641, 0.5687], [-5.9974, -0.2597, 0.6913], [-6.1971, -1.3153, 2.0769], [-2.7931, 0.9526, 3.3330], [-4.3226, 0.3802, 3.9935], [-4.3312, 1.5636, 2.6986], [0.9256, 0.3995, 5.9384], [0.7908, 0.3945, 4.4396], [0.1964, -0.5141, 3.8861], [1.4110, 1.5051, 3.6525], [1.2667, 1.4876, 2.2685], [1.8319, 2.4747, 1.4846], [2.5528, 3.5000, 2.0884], [2.6992, 3.5316, 3.4677], [2.1305, 2.5353, 4.2503], [0.4125, -0.4675, 6.3436], [0.4990, 1.3103, 6.3616], [1.9783, 0.3662, 6.2243], [0.6816, 0.6701, 1.8517], [1.7359, 2.4501, 0.4040], [3.0048, 4.2734, 1.4808], [3.2593, 4.3299, 3.9356], [2.2561, 2.5689, 5.3240]], "mulliken_charge": [-0.37, -0.78, 0.82, -0.44, 0.44, -0.34, -1.30, 0.75, -0.91, -0.97, -0.48, 0.08, -0.13, 0.44, -0.37, -0.58, 0.68, -0.28, 0.55, -0.77, -0.72, -0.94, 0.58, -0.67, 0.90, -0.58, 0.05, -0.65, -1.23, -0.49, 0.41, 0.34, 0.86, 0.49, 0.40, 0.49, 0.51, 0.63, 0.50, 0.42, 0.39, 0.38, 0.32, 0.62, 0.55, 0.60, -1.12, 0.13, -0.55, -0.75, 3.89, 0.19, -0.70, -0.98, -1.14, 0.42, 0.38, 0.29, 0.57, 0.09, 0.00, 0.42, 0.33, -0.08, -3.54, -0.05, 0.48, 0.28, 0.28, 0.33, 0.40, 0.28, 0.44, 0.38, -1.55, 0.65, -0.41, 0.22, 0.32, -0.33, -0.39, -0.99, -0.46, 0.36, 0.40, 0.41, 0.23, 0.41, 0.44, 0.39, 0.42]}


Entry 2:
{"formula": "C35H44B2CsF4N10O9PS4", "method": "wB97M-V/def2-TZVPD", "orbital_gap_ev": [4.57, 4.57], "e_lumo_ev": [1.776, 1.774], "total_charge": -2, "relative_energy_ev": 0.000, "symbols": ["Cs", "C", "C", "N", "O", "B", "F", "F", "O", "N", "C", "C", "C", "N", "O", "B", "F", "F", "O", "N", "C", "C", "C", "H", "H", "H", "H", "H", "H", "H", "H", "H", "H", "H", "H", "C", "O", "C", "C", "C", "C", "C", "C", "N", "N", "C", "O", "C", "C", "C", "C", "C", "C", "C", "O", "H", "H", "H", "H", "H", "H", "H", "H", "H", "H", "H", "H", "N", "C", "N", "C", "C", "S", "C", "C", "S", "C", "N", "N", "H", "H", "H", "H", "H", "H", "C", "C", "C", "O", "P", "S", "S", "O", "C", "C", "C", "H", "H", "H", "H", "H", "H", "H", "H", "H", "H", "H", "H", "H", "H"], "coordinates": [[-0.6328, 0.9229, -0.2094], [-4.4852, 2.6723, 0.0261], [-4.0378, 1.3902, 0.6667], [-3.3573, 1.3243, 1.7449], [-2.9990, 2.5451, 2.2594], [-2.1250, 2.4156, 3.4761], [-2.8414, 1.7483, 4.4850], [-1.8536, 3.7415, 3.8449], [-0.8173, 1.7702, 3.2473], [-0.8918, 0.5359, 2.6018], [-0.8564, -0.4852, 3.3574], [-0.7019, -0.4549, 4.8475], [-1.0631, -1.8100, 2.6744], [-1.4890, -1.7562, 1.4752], [-1.8266, -2.9909, 0.9642], [-2.5800, -2.8028, -0.2919], [-1.7299, -2.0700, -1.2043], [-2.8178, -4.0799, -0.8086], [-3.8698, -2.1076, -0.2617], [-3.7608, -0.9408, 0.4710], [-4.2865, 0.0914, -0.0584], [-4.9980, 0.1165, -1.3791], [-0.8713, -3.0880, 3.4335], [-4.5300, 3.4681, 0.7653], [-5.4636, 2.5484, -0.4403], [-3.7867, 2.9818, -0.7572], [-0.6920, 0.5725, 5.1949], [0.2256, -0.9539, 5.1390], [-1.5283, -0.9828, 5.3281], [-4.9017, -0.8545, -1.8572], [-4.5851, 0.8877, -2.0331], [-6.0593, 0.3460, -1.2465], [-0.3542, -2.9227, 4.3744], [-0.2969, -3.7925, 2.8328], [-1.8344, -3.5634, 3.6372], [0.6061, -5.2383, -0.2346], [-0.0560, -5.4722, -1.5032], [-0.2971, -4.4873, -2.3446], [-1.2258, -4.6265, -3.3330], [-1.5000, -3.5432, -4.1847], [-0.9077, -2.3069, -4.1124], [0.1066, -2.0747, -3.1704], [0.7499, -0.8852, -2.8473], [0.2922, 0.3750, -3.0496], [-0.7801, 0.4852, -3.7666], [-1.6689, 1.4732, -3.3502], [-1.6994, 1.9925, -2.2439], [-2.7716, 1.7330, -4.3332], [-3.5930, 2.8333, -4.1005], [-4.6241, 3.1321, -4.9758], [-4.8468, 2.3300, -6.0868], [-4.0351, 1.2286, -6.3192], [-2.9987, 0.9316, -5.4465], [0.5548, -3.2405, -2.3291], [1.5847, -3.2082, -1.7003], [0.3372, -6.1113, 0.3548], [0.1944, -4.3364, 0.2180], [1.6784, -5.1622, -0.3802], [-1.8088, -5.5349, -3.3897], [-2.2799, -3.6875, -4.9250], [-1.2246, -1.5118, -4.7599], [1.6233, -0.9275, -2.2068], [-3.4084, 3.4376, -3.2222], [-5.2578, 3.9898, -4.7878], [-5.6563, 2.5599, -6.7691], [-4.2127, 0.5930, -7.1775], [-2.3669, 0.0732, -5.6170], [-1.9504, 4.9359, 1.0275], [-0.7330, 5.2712, 0.5141], [0.1381, 4.4220, 0.0604], [1.2321, 5.0848, -0.4538], [1.2043, 6.4395, -0.3686], [-0.2752, 6.9430, 0.3611], [2.3491, 4.3153, -1.0324], [3.3448, 4.8611, -1.7775], [4.4580, 3.6254, -2.2417], [3.4713, 2.4612, -1.4009], [2.4149, 2.9577, -0.8210], [3.7889, 1.1484, -1.4133], [-2.0690, 3.9595, 1.3015], [-2.2753, 5.5347, 1.7714], [1.9690, 7.1404, -0.6531], [3.4631, 5.8834, -2.0892], [4.7172, 0.8860, -1.6969], [3.3721, 0.5387, -0.7005], [2.7923, -1.9299, 4.2237], [3.5743, -2.9658, 3.4362], [2.6737, -3.9598, 2.7266], [4.5206, -2.3105, 2.5758], [4.3092, -1.8941, 1.0151], [4.6711, -3.3828, -0.1998], [2.6204, -0.8747, 0.8248], [5.5776, -0.8919, 0.8831], [5.9861, 0.1675, 1.7640], [4.8656, 1.0171, 2.3343], [6.8980, -0.3936, 2.8448], [2.1771, -2.4286, 4.9763], [2.1470, -1.3502, 3.5629], [3.4712, -1.2449, 4.7350], [4.2168, -3.5219, 4.1296], [2.0046, -3.4511, 2.0312], [2.0706, -4.4729, 3.4806], [3.2578, -4.6879, 2.1670], [6.5852, 0.8085, 1.1070], [4.2100, 0.4429, 2.9862], [4.2474, 1.4541, 1.5528], [5.3209, 1.8226, 2.9176], [6.3303, -1.0203, 3.5306], [7.3578, 0.4234, 3.4067], [7.6856, -0.9992, 2.3958]], "mulliken_charge": [0.59, -1.34, 0.50, -0.28, -0.49, 0.71, -0.37, -0.38, -0.58, 0.84, 0.12, -1.75, 0.48, 0.23, -0.47, 0.46, 0.17, -0.34, -0.46, -0.19, 0.65, -1.32, -1.45, 0.40, 0.47, 0.03, 0.36, 0.32, 0.31, 0.30, 0.15, 0.36, 0.47, 0.02, 0.34, -0.54, -0.50, 0.46, -0.65, -0.11, -0.95, 0.83, -0.89, -0.24, -0.21, 0.17, -0.56, 0.40, -0.32, -0.82, -0.28, -0.87, 0.01, 0.49, -0.38, 0.31, 0.09, 0.39, 0.41, 0.35, 0.60, 0.75, 0.38, 0.40, 0.37, 0.39, 0.38, -0.35, 0.42, 0.02, 0.09, -0.58, -0.33, -0.04, -0.51, -0.35, 0.60, 0.02, 0.06, 0.18, 0.32, 0.41, 0.40, 0.28, -0.75, -0.92, 0.33, -1.24, -0.33, 0.29, -0.59, 0.02, -0.47, 0.73, -0.88, -1.41, 0.58, -0.05, 0.30, 0.19, 0.01, 0.61, 0.38, 0.30, 0.01, 0.08, 0.49, 0.16, 0.46, 0.32]}


Entry 3:
{"formula": "C35H44BrCl2N7O2PbSi2", "method": "wB97M-V/def2-TZVPD", "orbital_gap_ev": 5.24, "e_lumo_ev": -2.064, "relative_energy_ev": 0.855, "symbols": ["Pb", "Cl", "C", "C", "C", "Cl", "C", "C", "C", "C", "N", "C", "C", "O", "H", "H", "H", "H", "C", "C", "C", "C", "C", "C", "N", "N", "Si", "C", "C", "C", "H", "H", "H", "H", "H", "H", "H", "H", "H", "H", "H", "H", "H", "H", "H", "Br", "C", "C", "C", "C", "N", "C", "H", "H", "H", "H", "C", "Si", "C", "C", "C", "C", "C", "C", "C", "C", "H", "H", "H", "H", "H", "H", "H", "H", "H", "H", "H", "H", "H", "H", "H", "H", "H", "H", "H", "H", "H", "O", "N", "C", "C", "N", "C", "N"], "coordinates": [[-1.8024, 0.4607, -1.1325], [-5.8249, 3.6380, -1.9318], [-5.7411, 2.4546, -0.7341], [-6.8053, 2.3576, 0.2187], [-6.9373, 1.2967, 1.1261], [-8.4667, 0.9962, 1.8498], [-5.8644, 0.3674, 1.2960], [-5.8968, -0.7574, 2.1698], [-4.7315, -1.4104, 2.4080], [-3.5546, -1.0608, 1.7188], [-3.5022, 0.0242, 0.8973], [-4.6551, 0.6353, 0.5453], [-4.5691, 1.6763, -0.4935], [-3.5243, 1.7632, -1.3379], [-7.7257, 2.9494, 0.0854], [-6.8947, -1.0324, 2.5577], [-4.6401, -2.2712, 3.0495], [-2.6663, -1.6071, 1.9832], [1.9780, -0.3566, -3.6672], [1.6174, 1.0892, -3.3196], [2.2942, 2.1890, -3.8258], [1.8968, 3.4494, -3.3695], [0.8643, 3.5990, -2.5326], [0.2643, 2.4572, -1.9261], [0.6346, 1.1905, -2.3400], [-0.6600, 2.5515, -0.9683], [-1.1964, 3.8678, 0.0264], [-2.1098, 3.1752, 1.5405], [0.3886, 4.9249, 0.5404], [-2.4337, 4.9381, -0.9032], [1.7580, -0.4894, -4.7467], [1.3365, -1.0459, -3.1161], [3.0934, -0.6219, -3.4869], [2.9649, 2.0261, -4.6552], [2.3440, 4.3068, -3.7390], [0.5623, 4.5820, -2.2897], [-2.4461, 2.1832, 1.1751], [-2.9187, 3.8233, 1.8471], [-1.3733, 3.1034, 2.3387], [0.4563, 5.8660, -0.0573], [1.2824, 4.3454, 0.3241], [0.2805, 5.2290, 1.6335], [-2.6290, 4.4877, -1.9340], [-2.0078, 5.9258, -1.1250], [-3.3610, 5.0776, -0.3731], [-1.9132, 0.3068, -7.3578], [-1.7225, -0.8561, -5.8283], [-0.8407, -1.9326, -5.7333], [-0.9859, -2.7085, -4.5782], [-1.8084, -2.2494, -3.5022], [-2.4458, -1.0776, -3.5219], [-2.3949, -0.4222, -4.7197], [-0.1123, -2.0227, -6.5348], [-0.5133, -3.6999, -4.4320], [-2.0110, -2.9346, -2.6273], [-2.8475, 0.5549, -4.7421], [2.4836, 0.4376, 2.7893], [2.6502, -1.3697, 2.1884], [3.9966, -1.3096, 0.8466], [5.3920, -0.9996, 1.3990], [3.9692, -2.5611, -0.0458], [3.7190, -0.0881, -0.0146], [2.9696, -2.5399, 3.7402], [1.7058, -2.7446, 4.6425], [3.4405, -3.8822, 3.2077], [4.0078, -1.8299, 4.6542], [2.1978, 0.4226, 3.8248], [1.8561, 1.1596, 2.1810], [3.4749, 0.8760, 2.8834], [5.7658, -1.9451, 1.7580], [5.4537, -0.2488, 2.2002], [6.0591, -0.6980, 0.5206], [4.3684, -3.3407, 0.5797], [4.6230, -2.3226, -0.8836], [3.0062, -2.8841, -0.3967], [3.6694, 0.8109, 0.5687], [2.7203, -0.1249, -0.5256], [4.4916, 0.0318, -0.8845], [0.7867, -3.0282, 4.0623], [1.3703, -1.7909, 5.0728], [1.8454, -3.4265, 5.4271], [2.9469, -4.2170, 2.2527], [3.1857, -4.6848, 3.9612], [4.5549, -3.9130, 3.0939], [3.9009, -0.7885, 4.5893], [5.0760, -2.0733, 4.3678], [3.7823, -2.1549, 5.7274], [1.1210, -1.6106, 1.4679], [1.1322, -2.5960, 0.3771], [0.1156, -3.4265, 0.5334], [-0.8557, -3.5118, 1.6393], [-1.8027, -3.4511, 2.3408], [-0.2304, -4.3735, -0.4990], [-0.4322, -5.1151, -1.3960]], "mulliken_charge": [0.81, -0.18, 0.37, -0.69, 0.64, -0.26, -0.06, -0.75, -0.75, -0.60, -0.05, 0.65, 0.09, -0.76, 0.36, 0.37, 0.45, 0.46, -1.14, 0.62, -1.01, -0.78, -0.46, 0.46, 0.18, 0.21, 0.15, -0.63, -1.21, -1.11, 0.44, 0.00, 0.23, 0.44, 0.52, 0.51, -0.24, 0.34, 0.39, 0.30, 0.34, 0.37, 0.21, 0.39, 0.37, -0.17, 0.09, -0.19, -0.57, -0.15, -0.34, -0.33, 0.47, 0.38, 0.37, 0.43, -1.47, 0.17, 2.48, -1.78, -1.78, -1.88, 2.01, -1.78, -1.52, -1.67, 0.45, 0.21, 0.44, 0.41, 0.26, 0.43, 0.43, 0.53, 0.19, 0.36, 0.19, 0.44, 0.26, 0.37, 0.59, 0.21, 0.40, 0.29, 0.40, 0.28, 0.39, -0.10, 0.00, 0.97, 0.18, -0.64, -0.22, -0.48]}


Number 1: calculated total energy -72239.3829 eV. Number 2: calculated total energy -135747.1631 eV. Number 3: calculated total energy -167623.6283 eV.